[1]
The following is a quantum chemistry calculation of a structure of composition C42H60ClN2O5SSeV, from the Open Molecules 2025 dataset.

Each line ends with the Löwdin spin population.
Atoms and positions in Å:
V (0.9538, 0.4193, -0.8862)  0.95
C (1.6447, -3.8637, 5.8331)  0.00
C (0.8635, -2.6261, 5.3944)  0.00
C (-0.6353, -2.9284, 5.5329)  0.00
C (1.2260, -1.4709, 6.3389)  0.00
C (1.1717, -2.2329, 3.9506)  0.00
C (0.5448, -1.1223, 3.3821)  0.00
C (0.7928, -0.7736, 2.0766)  0.01
Se (-0.1460, 0.6923, 1.2502)  0.00
C (-1.7187, -0.3178, 0.7734)  0.00
C (-2.7478, -0.4987, 1.6654)  0.00
C (-3.8519, -1.2796, 1.3192)  0.00
C (-3.8342, -1.8260, 0.0447)  0.00
C (-2.8046, -1.6538, -0.8914)  0.00
C (-1.6924, -0.8748, -0.5185)  0.00
O (-0.6419, -0.6713, -1.3032)  0.00
C (-2.9866, -2.3592, -2.2486)  0.00
C (-3.1087, -3.8733, -2.0196)  0.00
C (-4.2732, -1.8496, -2.9194)  0.00
C (-1.8410, -2.1353, -3.2403)  0.00
C (-4.9694, -1.5223, 2.3333)  0.00
C (-6.1047, -2.3634, 1.7509)  0.00
C (-4.3994, -2.2609, 3.5529)  0.00
C (-5.5548, -0.1814, 2.7969)  0.00
C (1.6842, -1.4848, 1.2388)  0.00
O (1.8789, -1.1050, -0.0047)  0.02
C (2.3267, -2.6084, 1.7983)  0.00
C (2.0430, -2.9354, 3.1291)  0.00
C (3.3163, -3.5260, 1.0519)  0.00
C (2.7602, -4.9579, 1.0435)  0.00
C (3.5968, -3.1433, -0.4077)  0.00
C (4.6642, -3.5167, 1.7903)  0.00
H (1.3969, -4.1023, 6.8711)  0.00
H (2.7239, -3.7008, 5.7736)  0.00
H (1.3972, -4.7343, 5.2204)  0.00
H (-0.8787, -3.2091, 6.5627)  0.00
H (-0.9258, -3.7471, 4.8702)  0.00
H (-1.2409, -2.0598, 5.2665)  0.00
H (0.9940, -1.7313, 7.3765)  0.00
H (0.6722, -0.5643, 6.0869)  0.00
H (2.2917, -1.2396, 6.2701)  0.00
H (-0.1576, -0.5244, 3.9544)  0.00
H (-2.6762, -0.0352, 2.6454)  0.00
H (-4.6758, -2.4368, -0.2584)  0.00
H (-3.9533, -4.1290, -1.3768)  0.00
H (-2.2004, -4.2581, -1.5500)  0.00
H (-3.2446, -4.3875, -2.9768)  0.00
H (-5.1642, -2.0638, -2.3245)  0.00
H (-4.3981, -2.3237, -3.8984)  0.00
H (-4.2197, -0.7677, -3.0660)  0.00
H (-0.8898, -2.5014, -2.8590)  0.00
H (-1.6978, -1.0801, -3.4707)  0.00
H (-2.0820, -2.6699, -4.1666)  0.00
H (-5.7564, -3.3512, 1.4405)  0.00
H (-6.5637, -1.8764, 0.8867)  0.00
H (-6.8796, -2.5059, 2.5091)  0.00
H (-3.9920, -3.2313, 3.2584)  0.00
H (-5.1784, -2.4234, 4.3055)  0.00
H (-3.5900, -1.6925, 4.0163)  0.00
H (-5.9737, 0.3677, 1.9500)  0.00
H (-4.7906, 0.4480, 3.2572)  0.00
H (-6.3491, -0.3417, 3.5337)  0.00
H (2.5436, -3.8044, 3.5385)  0.00
H (1.7946, -4.9877, 0.5332)  0.00
H (2.6190, -5.3500, 2.0529)  0.00
H (3.4487, -5.6251, 0.5150)  0.00
H (2.6932, -3.1521, -1.0146)  0.00
H (4.3055, -3.8742, -0.8152)  0.00
H (4.0275, -2.1472, -0.4936)  0.00
H (4.5720, -3.8789, 2.8166)  0.00
H (5.0703, -2.5030, 1.8261)  0.00
H (5.3837, -4.1570, 1.2691)  0.00
C (2.7103, 3.5374, -5.4070)  0.00
N (2.3709, 2.1512, -5.1136)  0.00
C (3.5221, 1.3203, -4.8095)  0.00
C (1.1275, 1.7534, -4.7434)  0.00
S (0.8231, 0.4276, -3.8025)  0.00
N (0.0954, 2.5688, -5.2053)  0.00
C (-1.2120, 2.4163, -4.5728)  0.00
C (-0.0018, 2.7295, -6.6534)  0.00
H (3.4354, 3.8925, -4.6685)  0.00
H (1.8268, 4.1633, -5.3541)  0.00
H (3.1637, 3.6334, -6.3973)  0.00
H (4.2958, 1.5153, -5.5539)  0.00
H (3.2429, 0.2712, -4.8285)  0.00
H (3.9180, 1.5441, -3.8141)  0.00
H (-1.0959, 2.3629, -3.4941)  0.00
H (-1.7242, 1.5095, -4.9105)  0.00
H (-1.8123, 3.2896, -4.8375)  0.00
H (0.9838, 2.7219, -7.1102)  0.00
H (-0.4922, 3.6730, -6.8991)  0.00
H (-0.5886, 1.9092, -7.0843)  0.00
C (3.9882, 6.9182, 0.2925)  0.00
C (2.4929, 6.7867, 0.2173)  0.00
C (1.6441, 7.6810, 0.8477)  0.00
C (0.2675, 7.5298, 0.7559)  0.00
Cl (-0.7757, 8.6816, 1.5647)  0.00
C (-0.2829, 6.4852, 0.0449)  0.00
C (0.5527, 5.5719, -0.5924)  0.00
C (1.9275, 5.7312, -0.5071)  0.00
O (2.8284, 4.8989, -1.0979)  0.00
C (2.3562, 3.9726, -2.0687)  0.00
C (1.8201, 2.6853, -1.4689)  0.01
O (2.6272, 1.8107, -1.0809)  0.00
O (0.5666, 2.4764, -1.4321)  0.01
H (4.2702, 7.7654, 0.9173)  0.00
H (4.4185, 7.0580, -0.7010)  0.00
H (4.4416, 6.0144, 0.7020)  0.00
H (2.0568, 8.5064, 1.4152)  0.00
H (-1.3569, 6.3653, -0.0061)  0.00
H (0.1277, 4.7311, -1.1265)  0.00
H (3.2333, 3.7097, -2.6572)  0.00
H (1.5947, 4.4333, -2.7027)  0.00

Forces on the atoms, in the same order (eV/Å):
V 0.187 -0.426 -0.307
C 0.016 -0.054 0.035
C -0.002 0.026 -0.027
C -0.038 -0.018 -0.007
C 0.029 0.031 -0.005
C -0.039 0.094 -0.045
C 0.013 -0.073 0.090
C 0.025 0.058 -0.097
Se -0.230 0.086 0.649
C 0.057 0.072 0.159
C -0.098 -0.009 0.039
C 0.108 0.059 0.059
C 0.018 -0.040 -0.155
C -0.383 -0.161 0.017
C 0.607 0.058 -0.408
O -0.821 -0.079 0.192
C 0.078 0.071 0.049
C 0.036 -0.050 -0.014
C -0.017 0.029 0.006
C -0.016 0.009 -0.091
C 0.039 0.019 -0.024
C -0.048 -0.023 -0.002
C 0.031 -0.034 0.019
C -0.026 0.044 -0.007
C 0.018 0.077 -0.433
O 0.078 0.370 0.148
C 0.061 -0.170 0.199
C 0.062 -0.036 -0.050
C -0.074 0.090 -0.009
C -0.019 -0.060 -0.006
C 0.025 -0.016 -0.006
C 0.042 0.004 0.021
H 0.010 -0.003 -0.020
H -0.036 0.007 0.005
H -0.002 0.034 0.016
H 0.001 0.003 -0.018
H 0.013 0.018 0.020
H 0.023 -0.022 0.010
H 0.000 -0.009 -0.022
H 0.017 -0.029 0.003
H -0.025 -0.006 0.000
H 0.012 -0.020 -0.001
H -0.002 -0.021 -0.025
H 0.018 0.009 -0.007
H 0.007 0.017 -0.008
H -0.022 0.009 -0.014
H 0.005 0.009 0.022
H 0.034 0.006 -0.008
H -0.003 0.008 0.028
H 0.003 -0.032 -0.007
H -0.029 -0.016 0.008
H -0.033 -0.057 0.007
H 0.002 -0.001 0.001
H 0.004 0.023 0.013
H 0.019 -0.004 0.026
H 0.005 0.003 -0.014
H -0.014 0.029 0.006
H 0.026 0.003 -0.022
H -0.040 -0.016 -0.015
H 0.013 -0.016 0.025
H -0.028 -0.024 -0.020
H 0.028 -0.001 -0.026
H -0.015 0.024 0.003
H 0.029 0.009 0.008
H 0.001 0.008 -0.023
H -0.013 0.008 0.015
H 0.010 -0.020 0.034
H -0.014 0.024 0.004
H 0.000 -0.027 0.022
H 0.003 0.013 -0.026
H -0.011 -0.028 -0.008
H -0.025 0.014 0.019
C 0.012 -0.122 -0.063
N 0.206 0.121 0.033
C 0.048 0.007 0.038
C -0.227 0.375 0.085
S -0.070 -0.528 -0.021
N 0.089 -0.155 -0.007
C 0.099 0.024 -0.085
C 0.023 0.045 0.085
H -0.010 -0.006 -0.126
H -0.054 0.015 0.016
H -0.029 -0.027 -0.023
H 0.009 0.010 -0.012
H -0.022 0.019 -0.028
H -0.017 -0.028 0.039
H 0.022 0.020 0.026
H -0.003 -0.010 -0.003
H 0.013 -0.015 -0.004
H 0.000 -0.003 -0.008
H -0.013 0.003 0.031
H -0.006 0.003 -0.026
C -0.023 0.029 0.024
C 0.019 0.037 0.074
C 0.028 0.042 0.021
C -0.008 0.037 0.028
Cl 0.076 -0.081 -0.061
C -0.037 -0.049 -0.034
C -0.080 0.080 -0.002
C 0.026 -0.103 -0.044
O 0.047 0.036 -0.082
C 0.029 0.066 0.057
C -0.215 -0.339 0.128
O 0.069 0.274 -0.185
O 0.349 0.274 0.009
H -0.014 0.000 -0.006
H -0.017 0.000 -0.001
H -0.029 -0.004 0.005
H -0.013 -0.018 -0.010
H 0.024 0.006 0.002
H -0.004 0.009 0.101
H -0.011 0.055 0.058
H 0.027 0.024 -0.029

Properties
Energy: -172141.636 eV
Charge: -1
Frontier orbital gap (alpha / beta): 5.319 / 4.685 eV
Multiplicity: 2

***

[2]
The following is a quantum chemistry calculation of the ion C5H12N with charge +1 at a distorted geometry, from the Open Molecules 2025 dataset.

Each line ends with the natural charge from an NBO analysis.
Atoms and positions in Å:
C (0.7029, -0.8034, 2.5336)  -0.70
C (0.3963, 0.0946, 1.3905)  -0.03
C (-0.7243, -0.1561, 0.5703)  -0.39
C (-0.5023, -0.8130, -0.7591)  -0.45
C (0.4043, 0.0211, -1.6852)  -0.21
N (-0.2666, 1.4022, -1.8000)  -0.70
H (1.7844, -0.7506, 2.7560)  0.26
H (0.4786, -1.8160, 2.2511)  0.23
H (0.2551, -0.5971, 3.5183)  0.27
H (0.8556, 1.0658, 1.5763)  0.22
H (-1.7373, -0.1913, 1.0027)  0.24
H (-0.1092, -1.8401, -0.8136)  0.25
H (-1.5030, -0.8405, -1.2482)  0.22
H (0.4730, -0.1931, -2.7571)  0.23
H (1.3794, 0.1153, -1.2248)  0.23
H (-0.4472, 1.5217, -0.7833)  0.44
H (-1.2165, 1.3625, -2.1584)  0.45
H (0.3997, 2.1121, -2.0913)  0.45

Forces on the atoms, in the same order (eV/Å):
C -0.258 0.317 1.169
C -1.171 0.236 1.891
C 0.938 0.040 -0.028
C -1.366 1.621 -2.705
C -0.972 0.444 -1.124
N 0.973 -0.766 2.890
H -0.285 0.183 -0.341
H -0.225 -0.446 0.079
H -0.199 0.075 -0.179
H 1.453 -0.191 -1.871
H 0.728 -1.798 0.443
H -0.154 0.218 0.800
H 0.517 -0.392 0.061
H 0.263 -1.176 0.518
H 0.261 0.511 -0.163
H -0.158 0.603 0.158
H 0.266 0.236 -0.987
H -0.609 0.282 -0.611

Properties
Energy: -6858.889 eV
Charge: +1
SMILES: C/C=C/CC[NH3+]
Energy above the lowest of the compared OMol25 structures with the same formula, charge and spin: 4.670 eV
Frontier orbital gap: 6.791 eV

***

[3]
The following is a quantum chemistry calculation of an isolated molecule of C3H8N2O2 at a distorted geometry, from the Open Molecules 2025 dataset.

Each line ends with the natural charge from an NBO analysis.
Atoms and positions in Å:
C (-0.8704, -0.0449, -1.3856)  -0.21
C (0.7610, 0.9022, -0.0961)  0.04
C (0.3794, -0.0168, 0.9789)  0.15
N (-1.3148, -0.9362, -0.4354)  -0.44
N (-0.3478, -1.2730, 0.4927)  -0.47
O (1.9371, 0.3155, -0.5963)  -0.74
O (-0.5833, 0.6963, 1.7749)  -0.74
H (-1.6488, 0.5339, -1.8658)  0.20
H (-0.0944, -0.5597, -1.9447)  0.18
H (0.8303, 1.9083, 0.1003)  0.18
H (1.2454, -0.3534, 1.5331)  0.18
H (-2.1634, -0.4829, -0.1409)  0.36
H (0.3509, -1.8904, 0.0136)  0.36
H (2.6532, 1.1128, -0.6993)  0.48
H (-1.1343, 0.0882, 2.2705)  0.48

Forces on the atoms, in the same order (eV/Å):
C 3.119 0.326 0.698
C -1.172 -4.322 -1.807
C -2.642 0.262 0.759
N -1.024 0.979 -1.057
N 1.431 -0.281 0.633
O 3.116 3.691 -1.159
O 0.597 0.075 -0.260
H 0.246 0.106 -0.187
H 0.089 0.767 -0.788
H -0.307 2.222 0.342
H 0.097 -0.223 0.286
H -0.211 -0.778 1.755
H -0.901 0.746 0.544
H -2.566 -3.155 0.163
H 0.128 -0.413 0.076

Properties
Energy: -10311.686 eV
Charge: 0
Energy above the lowest of the compared OMol25 structures with the same formula, charge and spin: 5.266 eV
Frontier orbital gap: 8.478 eV